(1)
A gas-phase ion, C3H8NOS (charge +1). Source: the OMol25 dataset; level of theory: ωB97M-V/def2-TZVPD.

Last columns: bonded neighbours and bond lengths (Å).
CARTESIAN COORDINATES (ANGSTROEM)
1 O -0.0692 -0.6744 1.5564  C2 1.312, C4 1.429
2 C -0.1411 -0.8553 0.2587  O1 1.312, C4 1.474, H6 1.021, C7 1.586
3 S -1.2976 1.8832 -0.1075  N12 2.085, H13 1.339
4 C 0.1466 -2.0173 1.1182  O1 1.429, C2 1.474, H8 1.112, H11 1.108
5 H -2.0090 0.6365 -2.2057  N12 0.996
6 H 0.6503 -0.3702 -0.1667  C2 1.021
7 C -1.5463 -0.9573 -0.4689  C2 1.586, H10 1.210, N12 1.643, H14 1.073
8 H 1.1647 -2.4044 1.3402  C4 1.112
9 H -3.1668 0.5528 -1.1408  N12 1.057
10 H -1.4872 -1.6004 -1.4925  C7 1.210
11 H -0.6369 -2.8001 1.1524  C4 1.108
12 N -2.1341 0.3586 -1.2573  S3 2.085, H5 0.996, C7 1.643, H9 1.057
13 H -2.3352 2.6401 0.2726  S3 1.339
14 H -2.3995 -1.3549 0.0455  C7 1.073

## Properties
SMILES	S[NH2+]C[C@@H]1CO1
HOMO-LUMO gap	0.31795	Eh
highest occupied orbital energy	-14.605	eV
energy above the lowest of the compared OMol25 structures with the same formula, charge and spin	404.8	kJ/mol
total charge	+1


(2)
C2H3N3 in the gas phase. Source: the OMol25 dataset; level of theory: ωB97M-V/def2-TZVPD.

Last columns: bonded neighbours and bond lengths (Å).
CARTESIAN COORDINATES (ANGSTROEM)
1 H -0.2281 -0.1138 1.8166  C8 1.210
2 H -1.4523 0.5883 0.6275  C8 1.190
3 N -0.9999 -2.3636 -0.8306  C6 1.136
4 N 1.1719 0.7773 -0.9216  H5 1.092, N7 1.240
5 H 2.0205 1.4170 -1.1705  N4 1.092
6 C -0.7915 -1.3593 -0.3420  N3 1.136, C8 1.805
7 N 0.6471 0.9550 0.1873  N4 1.240, C8 1.400
8 C -0.3676 0.0991 0.6332  H1 1.210, H2 1.190, C6 1.805, N7 1.400

## Properties
SMILES	[H]/N=N/CC#N
HOMO-LUMO gap	0.36485	Eh
highest occupied orbital energy	-10.011	eV
energy above the lowest of the compared OMol25 structures with the same formula, charge and spin	331.7	kJ/mol
total charge	0


What is the formula in the first record? C3H8NOS